Entry from OMol25: a cluster of 12 separate species, C4H30N2O13 in total in a non-equilibrium geometry (ωB97M-V with the def2-TZVPD basis set).

Each line ends with the Löwdin charge.
Atoms and positions in Å:
H (0.202, -0.686, 2.489)  0.00
H (-3.044, 2.161, -1.605)  0.01
H (1.493, 0.613, 2.774)  -0.01
H (-3.659, 3.105, 0.118)  0.01
C (-0.142, -1.247, -1.777)  -0.52
H (1.589, -2.832, 1.651)  0.01
H (-2.911, 2.099, 1.007)  0.03
O (2.956, 1.237, -1.079)  -0.07
O (3.046, 0.949, 1.696)  -0.07
H (0.520, 3.365, -1.830)  0.04
O (1.386, -0.021, 3.461)  -0.03
H (3.397, 0.655, -1.661)  0.04
H (-2.722, 0.802, -2.263)  -0.01
H (0.080, -0.028, -0.168)  0.04
C (-2.952, -2.292, 0.677)  -0.22
H (-0.585, 1.561, 0.875)  0.01
O (-2.681, 1.738, -2.387)  -0.02
H (-3.172, -3.336, 0.454)  0.14
N (0.451, -0.247, -1.069)  0.18
O (-0.598, 1.929, 1.766)  -0.05
O (3.440, -1.758, -1.123)  -0.05
H (2.848, -1.168, -0.684)  -0.03
H (2.144, -0.357, 3.929)  0.07
H (-1.199, -1.432, 1.949)  0.01
O (-3.025, -1.689, 1.734)  0.05
O (-3.716, 2.674, 0.969)  -0.05
O (0.024, -1.360, -2.970)  0.05
H (-0.551, -2.692, -0.217)  0.08
O (1.434, 3.259, -2.018)  -0.05
C (-2.420, -1.656, -0.530)  -0.38
C (-1.099, -2.261, -1.010)  -0.05
H (-0.750, 0.999, 2.133)  0.07
H (-4.129, -1.195, -1.524)  0.09
O (1.891, -3.631, 1.219)  -0.03
H (-3.094, -1.940, -2.408)  0.07
H (1.220, 0.372, -1.407)  0.09
H (2.924, -1.805, -1.985)  0.08
H (3.626, 0.173, 1.817)  0.08
H (3.179, 1.199, 0.773)  0.00
H (2.246, 3.255, 1.366)  0.06
O (-0.342, -1.051, 1.765)  -0.06
H (2.125, 3.655, -1.445)  0.06
N (-3.505, -2.011, -1.494)  0.06
H (2.580, 2.064, -1.429)  0.01
H (-2.237, -0.544, -0.452)  0.14
H (2.137, -3.460, 0.336)  -0.01
H (-1.349, -3.095, -1.776)  0.16
O (1.813, 3.255, 0.516)  -0.04
H (1.133, 2.673, 0.837)  0.00

Output
HOMO-LUMO gap in eV: 10.1
Total charge: 0
Highest occupied orbital energy in eV: -10.219
Energy above the lowest of the compared OMol25 structures with the same formula, charge and spin in kcal per mole: 117.5
E_LUMO in eV: -0.2

=====

Entry from OMol25: a cluster of 11 separate species, C4H30O13 in total in a non-equilibrium geometry (ωB97M-V with the def2-TZVPD basis set).

Each line ends with the Löwdin charge.
Atoms and positions in Å:
H (-2.787, 0.253, 1.413)  0.12
O (1.962, 1.629, -0.840)  -0.04
H (0.773, 0.080, 2.474)  0.02
O (-0.572, 1.211, 2.982)  -0.08
H (3.717, -1.933, -0.535)  -0.01
H (-2.805, 1.129, -0.665)  0.13
H (-2.587, 3.619, 1.876)  0.08
H (-0.947, -1.018, -1.035)  0.07
O (-0.221, -0.701, -3.979)  -0.04
H (0.156, 1.071, -0.916)  0.06
H (0.854, -3.763, 0.419)  0.03
H (-2.328, 2.898, 3.406)  0.08
O (1.236, -1.505, -0.079)  -0.07
H (-0.411, 0.140, -3.550)  0.03
H (-0.921, 1.495, 3.829)  0.09
O (3.929, 0.545, 1.281)  -0.04
C (-1.770, 0.491, 1.101)  -0.05
H (-0.587, 2.356, 1.321)  0.13
H (-3.194, -2.259, -0.405)  0.03
H (-1.109, -0.363, 1.220)  0.11
H (1.107, -1.189, 3.287)  0.08
H (2.290, -0.549, -3.772)  0.06
C (-1.314, 1.760, 1.857)  -0.36
H (2.773, 1.159, -0.618)  0.03
H (3.649, -0.162, 0.693)  0.01
H (1.320, -0.661, -0.532)  -0.01
O (-2.775, -2.938, 0.141)  -0.05
O (0.162, -3.606, 1.069)  -0.06
H (3.270, 0.556, 1.988)  0.03
H (-2.304, 3.398, -0.917)  0.03
H (1.883, 2.378, -0.244)  0.07
O (-1.829, -0.624, -1.034)  -0.04
O (2.745, -0.575, -2.919)  -0.04
H (1.098, -1.336, 0.878)  0.01
O (1.318, -0.723, 2.472)  -0.04
C (-1.839, 0.682, -0.463)  -0.42
H (-0.936, -1.295, -3.731)  0.04
H (-3.598, 3.690, -0.216)  0.03
O (-3.256, 3.428, -1.078)  -0.04
O (-0.771, 1.384, -1.003)  -0.01
H (-0.528, -3.201, 0.533)  -0.01
H (-3.436, 2.311, 2.006)  0.09
C (-2.448, 2.634, 2.357)  -0.03
H (-3.331, -2.911, 0.932)  0.05
H (3.368, -1.911, -2.063)  -0.02
H (2.004, -0.740, -2.327)  0.01
O (3.876, -2.377, -1.368)  -0.07

Output
HOMO-LUMO gap in eV: 10.4
Total charge: 0
Highest occupied orbital energy in eV: -10.410
Energy above the lowest of the compared OMol25 structures with the same formula, charge and spin in kcal per mole: 28.3
E_LUMO in eV: -0.1

=====

Entry from OMol25: a cluster of 10 separate species, C4H31N2O9 in total in a non-equilibrium geometry (ωB97M-V with the def2-TZVPD basis set).

Each line ends with the Löwdin spin population.
Atoms and positions in Å:
H (-2.516, -0.299, 0.706)  0.00
C (-2.496, -0.486, 1.765)  0.09
O (-2.192, -2.045, -1.611)  0.00
O (-0.327, 1.553, -1.782)  0.00
H (1.169, 0.415, 2.004)  0.00
C (2.405, -1.423, 1.812)  0.00
H (-0.652, -1.645, 0.546)  0.00
O (-0.881, 3.376, 0.046)  0.00
H (-2.429, -1.101, -1.471)  0.00
H (1.254, -2.947, -1.647)  0.00
H (-0.159, -2.271, 2.024)  0.03
H (2.303, 0.328, -0.130)  0.00
O (-0.647, -0.581, -3.590)  0.00
H (2.951, 3.286, -0.431)  0.00
H (2.454, -3.058, -0.830)  0.00
H (-3.111, -2.371, -1.675)  0.00
H (-0.855, 2.904, 0.896)  0.00
H (3.282, -1.061, 1.309)  0.00
O (-2.694, 0.542, -1.209)  0.00
N (1.442, -0.149, 0.018)  0.00
H (0.946, -0.793, -3.090)  0.00
H (0.649, 0.505, -0.228)  0.00
H (-0.361, 1.622, 2.803)  0.01
H (1.972, -2.388, 1.780)  0.00
O (-0.246, 2.557, 2.474)  0.02
H (2.580, -1.253, 2.949)  0.00
C (-0.152, -1.262, 1.537)  0.06
O (2.516, 2.446, 0.002)  0.00
H (0.344, 2.899, 3.172)  0.00
H (-3.116, 0.249, 2.396)  0.02
H (1.972, 2.916, 0.651)  0.00
H (-0.104, 2.333, -1.159)  0.00
H (1.331, -0.958, -0.633)  0.00
H (-1.197, -1.337, -3.327)  0.00
H (2.524, -0.850, -3.211)  0.00
O (1.856, -1.067, -2.592)  0.00
H (0.444, 1.883, -2.352)  0.00
H (-1.753, 3.591, -0.120)  0.00
O (1.577, -2.823, -0.723)  0.00
H (-1.138, -0.728, 3.380)  0.02
H (-3.121, 0.803, -2.029)  0.00
H (-1.082, 0.061, -2.965)  0.00
H (-1.857, 1.071, -1.153)  0.00
H (-2.985, -1.485, 1.943)  0.06
C (1.222, -0.536, 1.395)  0.02
N (-1.118, -0.423, 2.348)  0.68

Output
HOMO-LUMO gap (spin up / spin down) in eV: 10.6 / 5.3
Total charge: +2
Multiplicity: 2
Highest occupied orbital energy (spin up / spin down) in eV: -16.932 / -16.931
E_LUMO (spin up / spin down) in eV: -6.3 / -11.6

=====

Entry from OMol25: a cluster of 12 separate species, C4H31NO13 in total in a non-equilibrium geometry (ωB97M-V with the def2-TZVPD basis set).

Each line ends with the Löwdin spin population.
Atoms and positions in Å:
H (3.279, -1.761, -1.381)  0.00
H (-4.548, 0.925, -1.761)  0.00
H (2.217, 2.017, 3.068)  0.00
H (-1.515, -1.306, 1.717)  0.00
O (2.043, -1.282, 3.318)  0.00
H (1.661, -0.869, -3.723)  0.00
N (0.382, 1.227, -1.395)  0.07
H (-3.185, -1.713, -0.201)  0.00
H (-0.257, 0.517, -1.015)  0.00
H (2.995, 2.112, -0.955)  0.00
O (-1.709, -0.287, -2.265)  0.01
O (1.930, 1.516, 2.299)  0.00
H (-2.448, -0.709, -1.783)  0.00
H (3.673, 2.935, 0.144)  0.00
H (2.828, -2.466, -3.025)  0.00
C (1.274, 0.635, -2.229)  0.07
O (-3.755, 1.328, -1.401)  0.00
H (0.834, 1.838, -0.732)  0.00
H (2.104, 2.004, 1.485)  0.00
O (-3.750, -1.561, -0.980)  0.00
O (2.412, 1.084, -2.392)  0.62
H (1.871, -1.379, -0.026)  0.00
H (2.776, -3.407, -1.495)  0.00
H (-1.221, 3.208, 1.543)  0.00
H (-1.032, -1.914, 0.379)  0.00
O (2.857, 2.473, -0.082)  0.02
O (-2.135, 3.472, 1.404)  0.00
H (1.247, -1.655, 3.729)  0.00
O (1.027, -1.338, -0.517)  0.03
H (-1.743, 0.145, 3.513)  0.00
H (1.680, -0.472, 2.973)  0.00
O (-1.935, -0.697, 3.869)  0.00
C (2.642, -2.436, -1.956)  0.00
H (-2.847, -0.616, 4.171)  0.00
H (2.132, -1.729, 1.939)  0.00
H (-0.043, -0.711, -3.195)  0.02
O (2.996, -1.619, 1.506)  0.00
H (-3.369, 0.399, 0.980)  0.00
H (-3.002, 1.759, 1.671)  0.00
C (1.212, -1.849, -1.827)  0.03
H (-3.986, 1.972, -0.734)  0.00
H (-3.886, -2.461, -1.286)  0.00
O (-1.756, -1.474, 0.796)  0.00
H (0.461, -2.580, -2.141)  0.02
H (-1.840, 0.651, -2.094)  0.00
O (-2.707, 0.858, 1.507)  0.00
H (3.210, -0.683, 1.602)  0.00
C (1.001, -0.708, -2.876)  0.11
H (-2.194, 3.507, 0.450)  0.00

Output
HOMO-LUMO gap (spin up / spin down) in eV: 9.6 / 4.4
Total charge: +1
Multiplicity: 2
Highest occupied orbital energy (spin up / spin down) in eV: -12.976 / -12.973
Energy above the lowest of the compared OMol25 structures with the same formula, charge and spin in kcal per mole: 11.9
E_LUMO (spin up / spin down) in eV: -3.4 / -8.6

=====

Question: What is the formula in the fourth record?
Answer: C4H31NO13

=====

Question: Which formula does entry 3 have?
Answer: C4H31N2O9